DFT (ωB97M-V with the def2-TZVPD basis set) results for C16H40O12V2 as an isolated structure in a non-equilibrium geometry.

## Properties
relative energy (zero: lowest compared OMol25 entry of this formula, charge and spin): 295.51 kcal per mole
E_HOMO: -0.240 hartree

```
! wB97M-V def2-TZVPD RIJCOSX def2/J DEFGRID3
* xyz 0 1
O 10.572 -33.074 -25.455
V 10.957 -34.493 -26.060
O 12.241 -34.961 -25.326
O 10.243 -41.688 -30.245
V 8.868 -40.904 -30.472
O 7.829 -41.961 -31.061
C 7.961 -36.235 -29.535
O 7.777 -35.120 -29.019
O 9.047 -36.729 -29.218
O 7.133 -37.002 -29.983
C 4.764 -30.154 -26.131
C 5.040 -29.323 -27.395
C 4.925 -27.776 -27.256
O 6.368 -29.493 -27.886
H 4.886 -31.228 -26.265
H 3.768 -30.006 -25.713
H 5.405 -29.835 -25.310
H 4.373 -29.672 -28.184
H 5.477 -27.271 -28.048
H 5.362 -27.563 -26.281
H 3.912 -27.380 -27.184
H 6.482 -30.419 -28.111
C 9.023 -36.021 -20.816
C 7.729 -36.552 -21.472
C 6.545 -35.745 -20.948
O 7.943 -36.367 -22.844
H 9.892 -36.606 -21.120
H 9.043 -36.116 -19.731
H 9.165 -34.955 -20.992
H 7.565 -37.614 -21.286
H 6.566 -34.656 -20.974
H 6.373 -35.942 -19.890
H 5.651 -36.087 -21.469
H 7.106 -36.538 -23.282
C 12.626 -32.571 -32.354
C 13.576 -32.962 -31.197
C 15.020 -32.418 -31.297
O 13.098 -32.481 -29.995
H 13.018 -32.901 -33.316
H 12.604 -31.484 -32.440
H 11.605 -32.941 -32.269
H 13.466 -34.045 -31.148
H 15.528 -32.736 -32.207
H 15.588 -32.903 -30.503
H 15.107 -31.337 -31.184
H 13.030 -31.525 -30.051
C 1.395 -39.119 -25.987
C 1.916 -37.869 -26.758
C 0.969 -36.697 -26.555
O 3.192 -37.590 -26.286
H 2.015 -39.956 -26.310
H 0.342 -39.322 -26.183
H 1.520 -39.012 -24.909
H 2.002 -38.072 -27.825
H 1.248 -35.825 -27.147
H 0.837 -36.434 -25.506
H -0.011 -36.954 -26.958
H 3.653 -37.222 -27.043
C 3.191 -32.664 -33.406
C 2.176 -33.718 -32.894
C 0.766 -33.554 -33.539
O 2.709 -35.012 -33.225
H 4.167 -32.681 -32.922
H 2.703 -31.732 -33.117
H 3.225 -32.682 -34.495
H 2.166 -33.657 -31.806
H 0.855 -33.829 -34.590
H 0.376 -32.537 -33.517
H -0.075 -34.143 -33.175
H 3.471 -35.219 -32.679
*
```

Löwdin charges in e:
1. O -0.3143
2. V 1.1653
3. O -0.3065
4. O -0.3757
5. V 1.1063
6. O -0.3624
7. C -1.0844
8. O 0.0528
9. O 0.0496
10. O 0.0612
11. C -0.0600
12. C -0.4775
13. C -0.0463
14. O -0.0653
15. H 0.0730
16. H 0.0744
17. H 0.0748
18. H 0.1229
19. H 0.0765
20. H 0.0709
21. H 0.0719
22. H 0.0848
23. C -0.0601
24. C -0.4956
25. C -0.0662
26. O -0.0565
27. H 0.0728
28. H 0.0737
29. H 0.0810
30. H 0.1340
31. H 0.0826
32. H 0.0783
33. H 0.0740
34. H 0.0867
35. C -0.0552
36. C -0.5085
37. C -0.0498
38. O -0.0612
39. H 0.0737
40. H 0.0737
41. H 0.0785
42. H 0.1344
43. H 0.0727
44. H 0.0747
45. H 0.0798
46. H 0.0906
47. C -0.0488
48. C -0.5181
49. C -0.0686
50. O -0.0425
51. H 0.0715
52. H 0.0726
53. H 0.0772
54. H 0.1337
55. H 0.0731
56. H 0.0823
57. H 0.0737
58. H 0.0938
59. C -0.0630
60. C -0.4591
61. C -0.0509
62. O -0.0734
63. H 0.0759
64. H 0.0679
65. H 0.0794
66. H 0.1240
67. H 0.0762
68. H 0.0703
69. H 0.0696
70. H 0.0832


DFT (ωB97M-V with the def2-TZVPD basis set) results for C25H19B4NO33V as an isolated structure in a non-equilibrium geometry.

## Properties
relative energy (zero: lowest compared OMol25 entry of this formula, charge and spin): 103.72 kcal per mole
E_HOMO (spin up / spin down): -0.184 / -0.184 hartree

```
! wB97M-V def2-TZVPD RIJCOSX def2/J DEFGRID3
* xyz -2 4
V 3.043 7.698 6.178
O 5.656 11.101 -0.280
C 5.825 9.971 0.186
O 6.285 9.579 1.420
B 6.100 8.168 1.675
O 5.764 7.640 0.337
C 5.475 8.643 -0.582
O 5.024 8.624 -1.721
O 4.982 7.922 2.686
C 5.476 7.420 3.829
O 4.860 7.387 4.867
C 7.010 7.148 3.567
O 7.309 7.615 2.357
O 7.852 6.860 4.470
O 9.606 5.892 6.799
C 8.567 5.568 7.363
O 7.629 4.869 6.794
B 6.369 4.929 7.608
O 6.803 5.519 8.890
C 8.132 5.837 8.819
O 8.800 6.239 9.772
O 5.316 5.691 6.985
C 4.210 4.976 6.872
O 3.101 5.336 6.530
C 4.581 3.547 7.470
O 5.771 3.631 7.918
O 3.900 2.509 7.448
O 2.046 7.715 4.253
C 1.656 8.292 3.279
O 1.692 9.622 2.994
B 1.285 9.877 1.630
O 0.729 8.580 1.190
C 0.963 7.649 2.128
O 0.828 6.418 2.038
O 2.462 10.403 0.845
C 2.264 11.605 0.428
O 3.134 12.362 -0.108
C 0.818 11.997 0.892
O 0.272 10.958 1.543
O 0.279 13.085 0.638
O 3.587 14.425 1.917
C 3.104 14.126 3.026
O 2.688 12.902 3.363
B 2.386 12.883 4.796
O 2.643 14.250 5.242
C 3.078 14.978 4.245
O 3.465 16.201 4.218
O 3.405 11.989 5.237
C 2.779 10.963 5.806
O 3.296 9.904 6.255
C 1.252 11.225 5.803
O 1.112 12.339 5.172
O 0.406 10.441 6.315
C 0.982 7.583 10.538
C 1.801 6.811 9.390
C 1.740 5.252 9.723
C 0.435 4.599 9.383
C 0.156 5.044 7.979
C 0.086 6.483 7.562
N 1.394 7.040 7.948
O 1.375 8.377 7.693
C -0.176 6.393 6.013
C -1.144 7.158 8.248
C 3.259 7.220 9.624
H 0.069 7.034 10.769
H 0.657 8.581 10.241
H 1.666 7.622 11.386
H 2.554 4.702 9.250
H 1.815 5.200 10.809
H -0.414 4.991 9.944
H 0.485 3.518 9.258
H -0.811 4.603 7.737
H 0.837 4.515 7.313
H -0.285 7.334 5.474
H 0.595 5.817 5.501
H -1.149 5.992 5.729
H -1.352 6.890 9.284
H -0.991 8.236 8.196
H -2.034 6.845 7.701
H 3.659 6.803 10.548
H 3.164 8.305 9.680
H 4.060 7.044 8.906
H 0.621 8.747 8.156
*
```

Löwdin charges in e:
1. V 1.1280
2. O 0.1293
3. C -0.2976
4. O 0.2023
5. B -0.8472
6. O 0.1782
7. C -0.2977
8. O 0.1206
9. O 0.2170
10. C -0.2869
11. O 0.0614
12. C -0.2809
13. O 0.2226
14. O 0.1056
15. O 0.1267
16. C -0.3964
17. O 0.2248
18. B -0.8844
19. O 0.1934
20. C -0.3088
21. O 0.1105
22. O 0.2314
23. C -0.3149
24. O 0.0827
25. C -0.3698
26. O 0.2689
27. O 0.0986
28. O 0.0686
29. C -0.2969
30. O 0.2618
31. B -0.8486
32. O 0.2448
33. C -0.3260
34. O 0.1247
35. O 0.2254
36. C -0.3490
37. O 0.0886
38. C -0.3360
39. O 0.2116
40. O 0.0975
41. O 0.1413
42. C -0.3294
43. O 0.2345
44. B -0.9623
45. O 0.2550
46. C -0.3300
47. O 0.0691
48. O 0.3103
49. C -0.2401
50. O 0.0146
51. C -0.3230
52. O 0.3073
53. O 0.0903
54. C -0.0023
55. C -0.4023
56. C -0.1188
57. C -0.1734
58. C -0.1948
59. C -0.4581
60. N -0.1339
61. O -0.0891
62. C -0.0070
63. C 0.0073
64. C -0.0230
65. H 0.0608
66. H 0.0788
67. H 0.0854
68. H 0.1156
69. H 0.1164
70. H 0.1039
71. H 0.1278
72. H 0.1265
73. H 0.1194
74. H 0.0818
75. H 0.0839
76. H 0.0913
77. H 0.0679
78. H 0.0796
79. H 0.0938
80. H 0.1010
81. H 0.0884
82. H 0.0771
83. H 0.0745


DFT (ωB97M-V with the def2-TZVPD basis set) results for a 2-piece molecular cluster, C30H26N2O4S overall in a non-equilibrium geometry.

## Properties
relative energy (zero: lowest compared OMol25 entry of this formula, charge and spin): 70.34 kcal per mole
E_HOMO: -0.204 hartree

```
! wB97M-V def2-TZVPD RIJCOSX def2/J DEFGRID3
* xyz 0 1
C -1.778 -0.055 6.626
C -1.492 -1.415 6.785
C -1.239 -2.231 5.673
C -1.259 -1.669 4.386
S -1.009 -2.671 2.900
C 0.670 -2.465 2.507
C 1.397 -3.318 1.646
C 2.840 -3.239 1.609
C 3.580 -3.966 0.702
C 2.933 -4.854 -0.198
N 3.634 -5.532 -1.230
O 2.951 -6.261 -1.996
O 4.871 -5.373 -1.338
C 1.533 -5.010 -0.121
C 0.785 -4.294 0.783
O -1.246 -4.018 3.381
O -1.885 -2.113 1.893
C -1.547 -0.310 4.222
C -1.821 0.487 5.336
H -1.976 0.577 7.494
H -1.482 -1.853 7.788
H -1.040 -3.297 5.809
H 1.198 -1.906 3.283
H 3.321 -2.604 2.362
H 4.663 -3.876 0.651
H 1.069 -5.712 -0.815
H -0.283 -4.522 0.848
H -1.574 0.112 3.213
H -2.087 1.535 5.182
C -2.835 2.266 -0.760
C -1.860 2.579 0.299
N -2.269 3.153 1.450
C -1.190 3.406 2.303
C -0.025 2.953 1.649
C 1.175 2.989 2.357
C 1.186 3.543 3.652
C 0.000 3.930 4.297
C -1.226 3.843 3.621
C -0.441 2.425 0.339
C 0.337 1.809 -0.639
C 1.747 1.986 -0.797
C 2.431 3.207 -0.525
C 3.821 3.257 -0.557
C 4.567 2.108 -0.850
C 6.058 2.122 -0.737
C 3.903 0.936 -1.238
C 2.519 0.892 -1.276
H -2.292 1.961 -1.660
H -3.503 1.445 -0.448
H -3.460 3.146 -0.992
H -3.236 3.366 1.654
H 2.065 2.586 1.879
H 2.139 3.655 4.170
H 0.026 4.291 5.328
H -2.197 4.077 4.064
H -0.176 1.162 -1.355
H 1.854 4.110 -0.305
H 4.347 4.187 -0.328
H 6.463 1.159 -1.064
H 6.505 2.920 -1.344
H 6.374 2.291 0.303
H 4.492 0.063 -1.522
H 1.987 0.012 -1.642
*
```

Löwdin charges in e:
1. C -0.0916
2. C -0.0810
3. C -0.0451
4. C -0.2706
5. S 0.6364
6. C -0.2251
7. C -0.2915
8. C -0.0639
9. C -0.0262
10. C -0.2041
11. N -0.3568
12. O -0.0088
13. O -0.0020
14. C -0.0175
15. C -0.0439
16. O -0.3456
17. O -0.3588
18. C -0.0730
19. C -0.0943
20. H 0.0995
21. H 0.1045
22. H 0.1164
23. H 0.0652
24. H 0.1016
25. H 0.1056
26. H 0.1134
27. H 0.1040
28. H 0.0997
29. H 0.0808
30. C 0.0150
31. C -0.1782
32. N 0.1808
33. C -0.1862
34. C -0.1016
35. C 0.0031
36. C -0.0503
37. C -0.0636
38. C -0.0183
39. C -0.0780
40. C 0.1156
41. C -0.2082
42. C -0.0242
43. C -0.0249
44. C -0.2492
45. C -0.0399
46. C -0.0089
47. C 0.0188
48. H 0.0873
49. H 0.1154
50. H 0.1064
51. H 0.1825
52. H 0.1113
53. H 0.1105
54. H 0.1136
55. H 0.1190
56. H 0.1409
57. H 0.1292
58. H 0.1251
59. H 0.0839
60. H 0.0920
61. H 0.0960
62. H 0.1263
63. H 0.1318